46
Properties=species:S:1:pos:R:3:forces:R:3 method="wB97M-V/def2-TZVPD" total_charge=0 homo_lumo_gap_ev=8.290 lumo_ev=0.2
C -6.9022 -0.7464 2.0077 0.23 0.11 -0.02
C -5.5970 -0.5736 1.2401 -0.21 -0.25 -0.06
C -5.5242 -1.5116 0.0370 0.19 0.33 -0.05
C -4.2803 -1.2961 -0.8256 -0.03 -0.23 0.27
C -2.9842 -1.6788 -0.1133 0.03 0.02 -0.31
C -1.7720 -1.7091 -1.0457 -0.09 0.13 0.03
C -1.4419 -0.3737 -1.7140 0.04 -0.12 0.29
C -1.1164 0.7304 -0.7117 0.00 -0.05 -0.33
C -0.5740 1.9761 -1.4217 -0.16 -0.06 0.11
C -0.2432 3.0626 -0.4318 -0.06 -0.14 -0.36
O -0.8844 4.0743 -0.2563 -0.12 0.12 0.04
N 0.8858 2.8331 0.3125 0.34 0.87 0.84
N 1.6177 1.7248 0.1780 0.48 -0.68 -0.15
C 2.6486 1.5289 0.9027 -0.57 0.92 0.11
C 3.4002 0.3254 0.7623 0.52 -0.95 -0.17
C 4.5406 -0.0494 1.4252 -0.59 0.49 -0.18
C 5.0077 -1.3176 1.0390 -0.06 -0.43 -0.30
C 4.2316 -1.9145 0.0889 -0.10 0.32 0.11
C 4.4209 -3.2446 -0.5462 -0.08 -0.05 -0.10
S 2.8922 -0.9080 -0.3542 0.46 0.07 0.39
H -7.7544 -0.5301 1.3668 -0.12 0.01 -0.03
H -6.9987 -1.7679 2.3700 -0.06 -0.10 0.06
H -6.9368 -0.0746 2.8623 -0.09 0.03 0.11
H -4.7601 -0.7703 1.9121 0.08 0.08 0.00
H -5.5136 0.4599 0.8960 0.10 0.05 0.00
H -5.5487 -2.5472 0.3855 -0.06 -0.08 -0.01
H -6.4107 -1.3525 -0.5824 -0.07 -0.06 0.02
H -4.2405 -0.2485 -1.1286 -0.01 0.07 -0.12
H -4.3739 -1.9018 -1.7308 0.04 0.05 -0.10
H -2.7924 -0.9865 0.7064 0.00 -0.02 0.13
H -3.1042 -2.6752 0.3205 -0.02 0.00 0.10
H -1.9483 -2.4524 -1.8276 0.04 -0.09 0.01
H -0.9000 -2.0346 -0.4726 0.07 -0.06 -0.04
H -0.5726 -0.5253 -2.3585 0.00 0.05 -0.10
H -2.2717 -0.0615 -2.3498 -0.01 0.04 -0.12
H -2.0098 1.0043 -0.1488 -0.03 0.01 0.11
H -0.3625 0.3651 -0.0126 -0.09 -0.02 0.08
H 0.3325 1.7094 -1.9660 -0.04 -0.01 -0.08
H -1.3197 2.3640 -2.1163 0.07 0.09 0.04
H 1.1442 3.5443 1.0023 -0.18 -0.21 -0.25
H 2.9938 2.2493 1.6537 -0.09 0.01 -0.07
H 5.0230 0.5683 2.1620 0.05 0.16 0.14
H 5.8896 -1.7756 1.4510 0.15 -0.14 0.04
H 4.5399 -3.1416 -1.6243 0.05 -0.08 -0.06
H 5.3046 -3.7305 -0.1399 0.03 -0.05 0.00
H 3.5550 -3.8815 -0.3683 0.01 -0.11 -0.01

=====

135
Properties=species:S:1:pos:R:3:forces:R:3 method="wB97M-V/def2-TZVPD" total_charge=0 homo_lumo_gap_ev=8.527 lumo_ev=0.1
C -4.5002 26.9570 2.6090 -0.97 -0.76 -0.34
C -5.5825 26.1094 3.4080 -0.08 2.49 -1.02
C -6.0985 27.0214 4.5386 0.35 -0.47 1.11
C -6.8405 25.7786 2.5350 0.40 2.22 1.44
C -6.6720 24.6851 1.6471 1.41 -3.98 -1.10
C -6.1291 23.4376 2.4503 0.07 0.87 -1.15
C -4.8170 23.6975 3.1965 0.38 -0.55 0.44
C -4.5818 22.3978 4.1369 0.47 2.37 -0.78
C -3.6125 23.7561 2.1978 -0.27 -0.06 0.23
N -5.0013 24.9489 3.9954 -1.40 -2.14 0.45
O -3.9935 25.3063 4.9019 0.93 -0.28 -0.54
H -4.9438 27.8886 2.2575 0.07 0.24 0.36
H -3.6080 27.1201 3.2135 -0.19 0.12 0.04
H -4.2047 26.4509 1.6900 0.13 -0.23 0.05
H -6.7108 27.8972 4.3238 0.14 -0.12 -0.77
H -6.6863 26.4111 5.2242 -0.29 -0.19 -0.02
H -5.2688 27.3531 5.1629 0.12 0.22 -0.17
H -7.6881 25.6244 3.2028 -0.11 0.14 0.08
H -7.0142 26.6090 1.8506 -0.30 0.74 0.70
H -7.5690 24.3841 1.1058 -0.24 0.11 0.14
H -5.9707 24.9798 0.8664 0.30 -0.26 -0.11
H -5.8825 22.6269 1.7647 -0.30 -0.17 -0.09
H -6.9108 23.0967 3.1292 0.01 0.01 0.14
H -5.4599 22.1641 4.7389 0.05 -0.07 -0.15
H -3.7449 22.6728 4.7789 0.01 -0.27 0.24
H -4.2419 21.5869 3.4926 -0.37 -0.10 0.16
H -3.3268 22.7590 1.8630 0.13 -0.19 0.41
H -2.7732 24.2453 2.6922 0.11 -0.12 -0.08
H -3.7917 24.2490 1.2423 -0.37 0.49 0.25
H -4.3028 25.0283 5.7672 -0.22 -0.10 0.05
C -7.5095 29.4389 7.1775 -0.03 0.10 0.74
C -7.4700 28.6125 8.5373 -0.88 -0.74 -1.78
C -9.0089 28.1439 8.7538 0.54 -0.25 -0.16
C -6.5271 27.3532 8.2654 -0.83 0.79 1.34
C -6.1574 26.6121 9.5432 0.12 -0.48 0.80
C -5.5135 27.5952 10.4855 -0.11 1.17 -0.35
C -6.4332 28.8861 10.7886 1.41 0.15 1.14
C -7.6159 28.5049 11.7089 0.12 -1.37 0.07
C -5.4761 29.9274 11.4658 -0.83 -0.67 0.61
N -6.8552 29.4985 9.5270 1.22 -1.88 -0.94
O -7.6014 30.6511 9.7078 -1.11 0.35 0.64
H -6.6816 30.1352 7.0442 0.41 -0.08 0.56
H -7.4464 28.8468 6.2645 -0.56 -0.39 0.25
H -8.3920 30.0785 7.1948 -0.19 -0.22 -0.31
H -9.7053 28.9722 8.8845 0.28 0.30 -0.21
H -9.3359 27.5429 7.9053 0.22 0.51 -0.73
H -9.3236 27.4347 9.5193 0.94 0.08 0.74
H -6.9856 26.6811 7.5399 -0.06 0.27 -0.14
H -5.5725 27.7411 7.9099 -0.08 0.07 -0.48
H -6.9200 26.0714 10.1037 -0.71 0.11 -0.50
H -5.4090 25.8433 9.3509 0.07 -0.14 -0.34
H -4.5788 27.8433 9.9826 -0.06 1.06 -0.31
H -5.0564 27.1383 11.3632 -0.91 -0.01 0.62
H -8.2430 27.7600 11.2190 -0.39 0.56 -0.46
H -8.2266 29.2938 12.1479 0.18 0.23 -0.44
H -7.3186 27.8481 12.5265 0.74 0.44 0.45
H -4.4796 29.8522 11.0307 -0.17 0.49 -0.20
H -5.3713 29.7315 12.5329 0.08 -0.51 0.10
H -5.9246 30.9206 11.4890 0.25 0.09 -0.62
H -7.2021 31.3235 9.1510 0.30 -0.03 -0.05
C -15.0047 28.1274 7.0605 3.43 1.35 1.22
O -15.8481 27.2114 6.6095 -3.76 -0.76 -1.73
C -15.2437 26.1127 5.9872 -0.24 -0.27 0.43
C -16.2813 25.2861 5.2354 0.81 -0.72 0.90
N -15.5546 24.2164 4.4698 -0.61 1.78 0.03
C -15.2168 24.7438 3.1540 -0.76 -1.23 -2.48
C -14.5307 23.6659 2.2599 1.24 0.88 0.86
O -15.4071 23.0251 1.3497 0.26 -0.40 -0.07
C -14.7356 22.1396 0.4239 -0.26 1.23 -0.11
H -14.4514 27.6476 7.8679 0.77 0.29 0.37
H -15.2978 29.0995 7.4570 -1.48 -0.37 -0.02
H -14.3067 28.4437 6.2854 0.56 -0.14 -0.31
H -14.8146 25.5382 6.8081 0.44 -0.53 -0.18
H -14.4652 26.4175 5.2877 0.24 0.22 -0.04
H -16.9058 25.9812 4.6742 -0.07 -0.19 -0.48
H -16.9014 24.7850 5.9788 -0.18 0.04 -0.05
H -16.2519 23.5431 4.1860 -0.12 -0.56 0.64
H -14.7878 25.7387 3.0352 0.76 -0.25 0.90
H -16.1236 24.8820 2.5650 -0.68 0.26 0.04
H -14.0104 22.9602 2.9076 -0.27 -0.52 0.21
H -13.6898 24.1898 1.8054 -0.02 -0.02 -0.94
H -14.0100 21.4783 0.8975 -0.21 -0.12 0.17
H -14.2248 22.7430 -0.3265 0.47 0.22 0.10
H -15.4694 21.6125 -0.1859 -0.24 -0.25 0.65
C -11.9781 24.3924 10.1532 0.19 -1.52 0.37
O -12.7680 24.8490 9.0871 1.65 1.09 0.08
C -11.9681 25.6426 8.1753 -2.40 0.37 -0.95
C -11.0126 24.8805 7.3366 1.11 -0.76 -0.49
N -10.3952 25.6689 6.2391 0.37 0.21 2.35
C -11.2425 25.8403 5.1323 -0.82 0.06 -2.65
C -10.6063 26.7988 4.0754 0.77 -1.53 0.76
O -10.9500 26.4313 2.7630 -1.77 -0.44 0.02
C -10.3189 27.2540 1.8632 0.92 1.22 -1.06
H -11.2385 25.0652 10.5872 -0.42 0.76 -0.04
H -11.3689 23.5424 9.8460 0.09 -0.33 -0.22
H -12.6407 23.9904 10.9197 -0.02 0.29 0.16
H -11.4977 26.5453 8.5650 -0.19 -0.05 0.65
H -12.7804 25.9053 7.4976 0.23 0.87 -0.13
H -11.5771 24.0462 6.9200 0.00 -0.52 -0.07
H -10.2251 24.4872 7.9794 0.26 -0.15 -0.23
H -9.5970 25.1578 5.8901 0.29 0.03 0.31
H -12.2718 26.1297 5.3442 0.20 0.44 0.51
H -11.3745 24.8640 4.6658 -0.16 -0.27 -0.68
H -9.5335 26.6120 4.0269 0.51 0.27 1.05
H -10.7546 27.8402 4.3606 -0.32 0.24 -0.37
H -10.5949 28.2976 2.0138 -0.10 0.27 0.05
H -10.4847 27.0433 0.8067 -0.70 -0.56 0.20
H -9.2324 27.2080 1.9370 0.33 -0.05 0.42
C -14.0360 20.3233 8.0598 2.33 -1.24 -0.65
C -14.0774 21.7313 7.5922 -0.52 0.64 0.19
O -13.6595 21.7722 6.1877 -0.36 -0.60 1.51
H -12.9774 20.0639 8.0631 0.33 -0.47 -0.55
H -14.5080 19.7313 7.2757 -0.27 -0.42 0.52
H -14.2263 20.0404 9.0951 -1.16 0.60 -0.13
H -13.4646 22.3586 8.2395 0.23 0.27 -0.27
H -15.1148 21.9842 7.8111 -0.27 0.96 -0.92
H -13.6190 22.6676 5.8439 -0.40 0.32 0.22
C -10.1498 19.5701 6.3818 -0.03 2.22 -0.18
C -10.2363 20.9326 7.1326 -0.90 -1.06 0.46
O -9.0109 21.5140 7.4310 1.19 0.66 0.14
H -11.1593 19.4372 5.9928 -0.09 -0.99 0.49
H -9.6678 18.8430 7.0353 -0.54 -0.29 -0.28
H -9.5639 19.7068 5.4728 0.36 -0.05 0.04
H -10.6729 20.7531 8.1151 -0.11 -0.31 0.14
H -10.9515 21.6371 6.7080 0.12 0.01 -0.66
H -8.6946 22.0560 6.7044 -0.03 -0.12 -0.15
C -16.7432 25.8249 9.8508 -0.97 -0.54 -0.85
C -16.3732 24.3541 9.6630 1.74 1.20 2.39
O -16.0488 23.9750 11.0246 -0.88 -1.36 0.56
H -17.4320 25.9767 10.6819 -0.41 -0.79 0.00
H -17.3227 26.0010 8.9445 0.36 1.43 -0.18
H -15.9626 26.5082 10.1853 0.48 -0.11 -1.07
H -15.4444 24.1412 9.1339 -0.27 0.50 -0.80
H -17.1994 23.8010 9.2163 0.00 -0.31 0.50
H -15.1097 23.9202 11.2162 0.00 0.03 -0.61

=====

6
Properties=species:S:1:pos:R:3:forces:R:3 method="wB97M-V/def2-TZVPD" total_charge=0 homo_lumo_gap_ev="10.289 / 8.422" lumo_ev="-3.4 / -3.8"
N 0.6601 -0.8979 0.3539 0.97 -1.86 -1.01
N -0.1585 -0.0829 0.0318 -3.73 2.42 -3.27
F -1.0039 1.0521 1.2929 0.52 -0.33 -0.63
F 1.9260 -0.4436 0.2056 -0.34 0.57 0.86
F -0.1018 0.9954 -1.2974 1.29 -0.23 1.33
F -1.3219 -0.6231 -0.5868 1.28 -0.58 2.73

=====

no.,electronic energy (hartree)
1,-1208.19960
2,-2319.04762
3,-508.55608